Arrangement P

ORCA calculation (the ωB97M-V functional and the def2-TZVPD basis) on a molecular structure, C28H33IrN8O4S.

Summary:
Charge: +2
E_LUMO, eV: -5.5859

Each line ends with the Mulliken charge.
CARTESIAN COORDINATES (ANGSTROEM)
Ir (-0.186, 0.109, -0.133)  3.224
C (-2.477, -0.827, 1.892)  -0.825
O (-1.306, -0.020, 1.648)  -0.398
C (-0.556, 0.437, 2.734)  1.073
C (-0.971, 0.299, 4.044)  -0.748
C (-0.165, 0.810, 5.054)  -0.850
C (1.031, 1.445, 4.754)  -0.822
C (1.439, 1.577, 3.438)  -0.853
C (0.644, 1.074, 2.419)  0.347
N (0.987, 1.162, 1.036)  0.110
N (1.927, 1.931, 0.727)  -0.595
C (2.336, 2.108, -0.560)  0.006
C (1.887, 1.382, -1.689)  0.879
O (0.989, 0.420, -1.703)  -1.065
C (2.469, 1.657, -2.957)  -1.113
C (3.424, 2.609, -3.102)  -0.816
C (3.894, 3.379, -2.001)  0.771
C (4.878, 4.371, -2.179)  -0.962
C (5.319, 5.110, -1.115)  -0.613
C (4.780, 4.873, 0.158)  -0.766
C (3.818, 3.912, 0.354)  -0.435
C (3.355, 3.137, -0.724)  0.888
H (-3.215, -0.232, 2.427)  0.367
H (-2.199, -1.710, 2.465)  0.433
H (-2.843, -1.104, 0.911)  -0.037
H (-1.898, -0.196, 4.291)  0.496
H (-0.479, 0.701, 6.083)  0.469
H (1.653, 1.832, 5.549)  0.445
H (2.372, 2.058, 3.185)  0.507
H (2.103, 1.083, -3.799)  0.596
H (3.842, 2.803, -4.082)  0.414
H (5.276, 4.540, -3.172)  0.427
H (6.073, 5.873, -1.251)  0.416
H (5.124, 5.459, 1.000)  0.435
H (3.412, 3.751, 1.342)  0.376
C (4.454, -3.424, 0.471)  -1.045
N (3.120, -2.982, 0.852)  -0.169
C (2.361, -2.182, 0.117)  0.773
N (2.845, -1.646, -0.992)  -0.177
S (0.721, -1.961, 0.615)  -0.622
H (4.800, -4.144, 1.205)  0.347
H (5.156, -2.589, 0.457)  0.338
H (4.435, -3.909, -0.506)  0.353
H (2.718, -3.317, 1.712)  0.267
H (3.810, -1.753, -1.257)  0.259
H (2.231, -1.066, -1.555)  0.068
N (-2.626, 4.870, 0.606)  -0.392
C (-2.204, 3.936, -0.271)  0.259
C (-1.547, 2.765, 0.157)  0.017
N (-1.160, 1.853, -0.724)  -0.037
C (-1.394, 2.057, -2.030)  -0.334
C (-2.038, 3.217, -2.420)  -0.624
N (-2.442, 4.145, -1.566)  -0.586
H (-2.366, 4.841, 1.575)  0.204
H (-3.013, 5.723, 0.238)  0.268
H (-1.336, 2.583, 1.203)  0.052
H (-1.051, 1.301, -2.722)  0.468
H (-2.228, 3.404, -3.470)  0.410
O (-0.911, -1.111, -3.254)  -0.828
C (-1.681, -1.394, -2.343)  0.395
O (-1.666, -1.009, -1.130)  -0.525
C (-2.873, -2.305, -2.672)  -0.164
N (-2.721, -2.678, -4.128)  0.027
C (-3.926, -2.162, -4.874)  -0.587
C (-5.003, -2.121, -3.804)  -0.727
C (-4.242, -1.616, -2.577)  -0.570
H (-2.824, -3.211, -2.071)  0.357
H (-2.616, -3.682, -4.249)  0.395
H (-1.837, -2.203, -4.406)  0.307
H (-4.132, -2.807, -5.724)  0.401
H (-3.674, -1.165, -5.232)  0.279
H (-5.405, -3.121, -3.630)  0.329
H (-5.829, -1.473, -4.089)  0.379
H (-4.740, -1.854, -1.641)  0.398
H (-4.116, -0.533, -2.625)  0.257


Arrangement Q

ORCA calculation (the ωB97M-V functional and the def2-TZVPD basis) on a molecular structure, C28H33IrN8O4S.

Summary:
Charge: +2
E_LUMO (alpha / beta), eV: -8.0165 / -7.8155

Each line ends with the Mulliken charge.
CARTESIAN COORDINATES (ANGSTROEM)
Ir (0.650, -0.090, 0.390)  1.676
C (1.365, 1.185, -3.635)  -1.268
O (0.605, 0.351, -2.759)  0.398
C (0.197, -0.838, -3.206)  0.825
C (0.270, -1.212, -4.547)  -0.889
C (-0.262, -2.413, -4.966)  -0.789
C (-0.889, -3.271, -4.059)  -0.916
C (-0.947, -2.936, -2.734)  -0.697
C (-0.377, -1.730, -2.254)  0.366
N (-0.358, -1.446, -0.892)  0.855
N (-0.879, -2.410, -0.190)  -0.781
C (-1.300, -2.296, 1.066)  0.087
C (-1.672, -1.020, 1.699)  1.109
O (-1.291, 0.084, 1.200)  -0.691
C (-2.525, -1.040, 2.839)  -0.951
C (-2.860, -2.214, 3.421)  -0.761
C (-2.427, -3.487, 2.912)  0.666
C (-2.782, -4.670, 3.559)  -0.855
C (-2.376, -5.892, 3.053)  -0.618
C (-1.611, -5.942, 1.891)  -0.717
C (-1.249, -4.779, 1.236)  -0.522
C (-1.653, -3.536, 1.734)  0.376
H (2.280, 0.678, -3.943)  0.433
H (1.603, 2.069, -3.054)  0.243
H (0.784, 1.467, -4.515)  0.413
H (0.736, -0.557, -5.267)  0.470
H (-0.198, -2.685, -6.011)  0.447
H (-1.317, -4.203, -4.402)  0.429
H (-1.409, -3.605, -2.027)  0.518
H (-2.831, -0.086, 3.247)  0.528
H (-3.466, -2.211, 4.320)  0.418
H (-3.382, -4.623, 4.460)  0.437
H (-2.654, -6.807, 3.558)  0.422
H (-1.294, -6.898, 1.497)  0.431
H (-0.646, -4.826, 0.340)  0.472
C (3.700, 3.460, -0.107)  -1.165
N (3.033, 2.173, -0.257)  0.846
C (3.645, 1.015, -0.356)  1.123
N (4.974, 0.942, -0.404)  -0.419
S (2.767, -0.475, -0.452)  -0.669
H (2.959, 4.179, 0.231)  0.309
H (4.123, 3.805, -1.052)  0.395
H (4.488, 3.400, 0.645)  0.486
H (2.011, 2.164, -0.301)  -0.567
H (5.551, 1.762, -0.507)  0.205
H (5.420, 0.041, -0.438)  0.246
N (2.852, -0.482, 5.165)  -0.406
C (2.368, 0.377, 4.246)  0.256
C (1.903, -0.064, 2.993)  -0.184
N (1.441, 0.802, 2.092)  0.510
C (1.433, 2.106, 2.399)  -0.289
C (1.883, 2.511, 3.645)  -0.669
N (2.341, 1.674, 4.560)  -0.564
H (2.923, -1.467, 4.994)  0.198
H (3.176, -0.112, 6.043)  0.254
H (1.924, -1.111, 2.719)  0.311
H (1.074, 2.809, 1.664)  0.445
H (1.868, 3.563, 3.904)  0.437
O (0.200, 4.082, 0.310)  -0.629
C (-0.315, 3.111, -0.212)  0.324
O (0.273, 2.026, -0.588)  -1.461
C (-1.821, 3.151, -0.533)  0.410
N (-2.200, 1.788, -1.060)  0.216
C (-3.012, 1.974, -2.304)  -0.624
C (-2.394, 3.228, -2.898)  -0.341
C (-2.178, 4.123, -1.673)  -1.036
H (-2.378, 3.359, 0.377)  0.561
H (-2.636, 1.205, -0.349)  0.351
H (-1.274, 1.361, -1.270)  -0.600
H (-4.047, 2.137, -2.008)  0.430
H (-2.946, 1.078, -2.918)  0.395
H (-3.041, 3.684, -3.644)  0.479
H (-1.445, 2.985, -3.379)  0.050
H (-3.092, 4.663, -1.430)  0.393
H (-1.390, 4.860, -1.811)  0.426


arrangement P (82.3 kcal/mol below the next structure)


Arrangement P

ORCA calculation (the ωB97M-V functional and the def2-TZVPD basis) on C2H6ClN in the gas phase.

Summary:
Charge: 0
E_LUMO, eV: 0.9855
SMILES: C[C@@H](N)Cl

Each line ends with the Mulliken charge.
CARTESIAN COORDINATES (ANGSTROEM)
C (-0.032, 1.030, -0.134)  -1.251
C (0.637, -0.316, -0.347)  0.338
N (-0.326, -1.370, -0.390)  -0.576
Cl (1.473, -0.298, -1.951)  -0.244
H (-0.828, 1.159, -0.863)  0.359
H (0.690, 1.833, -0.248)  0.347
H (-0.455, 1.076, 0.868)  0.338
H (1.455, -0.465, 0.377)  0.254
H (-1.029, -1.270, 0.329)  0.213
H (0.098, -2.287, -0.338)  0.221


Arrangement Q

ORCA calculation (the ωB97M-V functional and the def2-TZVPD basis) on a molecular structure, C2H6ClN.

Summary:
Charge: 0
E_LUMO, eV: 1.0370

Each line ends with the Mulliken charge.
CARTESIAN COORDINATES (ANGSTROEM)
C (-0.466, -1.023, 0.286)  -0.900
C (0.778, 0.441, 0.137)  -0.024
N (1.143, 0.833, 1.477)  -0.557
Cl (2.027, -0.158, -0.962)  -0.210
H (-1.287, -0.566, -0.211)  0.258
H (-0.678, -1.412, 1.278)  0.286
H (-0.053, -1.889, -0.227)  0.319
H (0.253, 1.199, -0.392)  0.311
H (2.127, 0.506, 1.628)  0.254
H (1.269, 1.853, 1.580)  0.264


arrangement P (35.9 kcal/mol below the next structure)